(P)
This record from the OMol25 dataset describes a 2-piece molecular cluster, C2H6N2S overall. The level of theory is ωB97M-V with the def2-TZVPD basis set.

Geometry (Å):
C: -0.14026 0.22313 -0.27500
C: -1.27564 1.13403 0.08869
N: -0.64889 -1.71890 -0.00246
N: 2.42426 -0.44183 0.13100
S: 1.42755 0.83188 -0.12620
H: -1.86636 1.67236 -0.81307
H: -1.95265 0.46222 0.65309
H: -0.94167 2.04648 0.52694
H: -0.53763 -1.96373 -0.96890
H: 3.09897 -0.14103 0.81341
H: 0.41233 -2.10459 -0.02750

The charge is 0. Its HOMO energy (alpha / beta) is -8.12 / -8.45 eV. The orbital gap (alpha / beta) is 0.2716 / 0.2914 hartree. Its multiplicity is 1.

Here are the Mulliken charges for atoms 1 to 4, given in e: 0.34, -0.95, -0.59, -0.59


(Q)
This record from the OMol25 dataset describes one molecule with the formula C2H6N2S. The level of theory is ωB97M-V with the def2-TZVPD basis set.

Geometry (Å):
C: 1.14799 -0.06068 0.84877
C: 0.61297 -0.19874 -0.60090
S: 1.53084 -0.06727 -2.07993
N: -0.68570 0.21814 -0.84475
N: -1.76628 0.16947 -0.02795
H: 2.08250 -0.75767 0.50611
H: 0.45258 -0.58745 1.57086
H: 1.11844 1.02455 1.21414
H: -0.73170 0.32610 -1.79117
H: -2.07756 -0.86258 0.32746
H: -1.68408 0.79612 0.87736

As for the SMILES: CC(=S)NN. The charge is 0. Its HOMO energy is -8.52 eV. The orbital gap is 0.3110 hartree. Its multiplicity is 1.

Here are the Mulliken charges for atoms 1 to 4, given in e: -0.79, 0.35, -0.37, 0.09


(R)
This record from the OMol25 dataset describes one molecule with the formula C2H6N2S. The level of theory is ωB97M-V with the def2-TZVPD basis set.

Geometry (Å):
H: 0.64093 -0.89959 2.14369
N: 0.38542 -1.00898 1.12215
C: 0.60458 0.17776 0.58454
N: 1.01813 1.33327 1.06291
S: 0.26944 0.47281 -1.18941
C: -1.03796 -0.72045 -1.52026
H: 0.97907 1.41416 2.06935
H: 1.04349 2.19937 0.52751
H: -1.46595 -0.55547 -2.51402
H: -1.76804 -0.65655 -0.69011
H: -0.66911 -1.75632 -1.59635

As for the SMILES: [H]/N=C(\N)SC. The charge is 0. Its HOMO energy is -8.82 eV. The orbital gap is 0.3526 hartree. Its multiplicity is 1.

Here are the Mulliken charges for atoms 1 to 4, given in e: 0.18, -0.65, 0.63, -0.44


(S)
This record from the OMol25 dataset describes C2H6N2S as an isolated structure. The level of theory is ωB97M-V with the def2-TZVPD basis set.

Geometry (Å):
C: 0.50076 0.20568 -0.43118
C: -0.22922 -0.91063 -1.28741
H: -0.47979 2.82581 1.89813
H: 1.31188 1.39745 1.57419
H: 1.43619 -0.36420 0.07957
H: 0.45897 -1.69276 -1.66004
H: -0.88673 -0.69954 -2.11853
H: -1.13435 -2.77021 0.85759
N: 0.48672 2.22324 1.01866
N: 0.08303 1.43459 -0.02842
S: -1.54744 -1.64942 0.09743

The charge is 0. Its HOMO energy is -8.55 eV. The orbital gap is 0.2989 hartree. Its multiplicity is 1.

Here are the Mulliken charges for atoms 1 to 4, given in e: 0.07, -0.60, 0.30, 0.25


List of relative energies, unit kJ/mol: (P) 517.8; (Q) 245.7; (R) 0.0; (S) 579.5


(P)
This record from the OMol25 dataset describes C6H12O3 as an isolated structure. The level of theory is ωB97M-V with the def2-TZVPD basis set.

Geometry (Å):
C: -0.30314 1.29893 0.68737
C: 0.54532 1.48531 1.90700
C: 0.93925 0.43653 -0.79536
O: 0.37176 0.92145 -1.94045
O: 2.04897 0.70036 -0.45910
H: -0.52338 0.58107 -2.04904
H: -0.23841 2.11939 -0.02256
H: -1.35159 1.11506 0.90956
H: 0.16852 2.34378 2.47398
H: 1.58259 1.68283 1.63945
H: 0.50853 0.61039 2.55647
C: -1.67399 -0.98327 -0.31449
C: 0.95017 -1.57809 -1.11666
C: -0.30314 -0.79274 0.30013
O: 0.07248 -1.29068 1.31896
H: -2.41973 -0.68812 0.42371
H: -1.84479 -0.41116 -1.22486
H: 0.22434 -2.38294 -1.20595
H: 1.76065 -1.83113 -0.44610
H: 1.29758 -1.29511 -2.10779
H: -1.81200 -2.04186 -0.53424

The charge is 0. Its HOMO energy is -8.64 eV. The orbital gap is 0.3311 hartree. Its multiplicity is 1.

Here are the Mulliken charges for atoms 1 to 4, given in e: -0.43, -1.06, 0.43, -0.47


(Q)
This record from the OMol25 dataset describes C6H12O3 as an isolated structure. The level of theory is ωB97M-V with the def2-TZVPD basis set.

Geometry (Å):
C: 1.20478 1.22977 0.97064
C: 0.92969 0.20501 -0.10916
C: 1.53477 -1.07113 0.05544
O: 1.18478 0.70670 -1.38292
O: 2.43392 -1.28310 1.02823
H: 1.04008 1.36276 -2.07011
H: 2.20036 -2.05133 1.56626
H: 1.59726 -1.75519 -0.78063
H: 2.19767 1.66520 0.86081
H: 1.11388 0.81606 1.97441
H: 0.45979 2.01567 0.86292
C: -1.56976 -0.14329 -1.54648
C: -1.07598 -0.17038 -0.10989
C: -1.81623 0.55594 0.80034
O: -0.90412 -1.64775 0.20709
H: -1.29736 -1.81404 1.07740
H: -0.82258 -0.57335 -2.21184
H: -2.48097 -0.72561 -1.66385
H: -1.78510 0.87278 -1.87065
H: -1.65871 0.46912 1.86495
H: -2.48620 1.33616 0.47702

The charge is 0. Its HOMO energy (alpha / beta) is -7.32 / -7.40 eV. The orbital gap (alpha / beta) is 0.2861 / 0.2691 hartree. Its multiplicity is 1.

Here are the Mulliken charges for atoms 1 to 4, given in e: -1.69, 1.24, -0.57, -0.61


(R)
This record from the OMol25 dataset describes a 2-piece molecular cluster, C6H12O3 overall. The level of theory is ωB97M-V with the def2-TZVPD basis set.

Geometry (Å):
O: 1.61280 0.00214 0.26926
C: 0.49697 0.45786 -0.47022
C: -0.84638 0.28376 0.20206
C: -1.19153 1.16480 1.42788
C: -2.62809 1.29811 0.87387
C: -2.09715 0.85207 -0.50660
H: 1.48404 -0.00422 1.25290
H: 0.63645 1.51748 -0.74961
H: 0.50928 -0.10371 -1.41639
H: -0.98990 -0.78071 0.44406
H: -1.06303 0.72519 2.42620
H: -0.65263 2.12448 1.39240
H: -3.29871 0.54451 1.30966
H: -3.11126 2.28199 0.94094
H: -1.83861 1.71505 -1.13803
H: -2.70774 0.15493 -1.09540
O: 4.63334 -2.29612 -0.54756
C: 3.54868 -2.28400 -1.06706
O: 2.42855 -2.71444 -0.39617
H: 3.37853 -2.08781 -2.14108
H: 1.69641 -2.85137 -1.01111

As for the SMILES: OCC1CCC1.O=CO. The charge is 0. Its HOMO energy is -10.27 eV. The orbital gap is 0.3996 hartree. Its multiplicity is 1.

Here are the Mulliken charges for atoms 1 to 4, given in e: -0.46, -0.54, 0.17, -0.67


List of relative energies, unit kJ/mol: (P) 367.5; (Q) 411.2; (R) 0.0


(P)
This record from the OMol25 dataset describes C48H77AsBaF3N7O2S2Si4 as an isolated structure. The level of theory is ωB97M-V with the def2-TZVPD basis set.

Geometry (Å):
Ba: -0.22545 0.36002 0.28854
C: 2.14106 -0.81581 3.36166
N: 2.64121 -0.13641 2.17769
C: 3.28436 1.10364 2.56384
C: 3.53094 -0.99244 1.41244
C: 3.70232 -0.51730 -0.02587
N: 2.57799 -0.87918 -0.87847
C: 2.58581 -0.09732 -2.10907
C: 2.62165 -2.28771 -1.22990
H: 2.95868 -1.05520 4.06911
H: 1.64531 -1.74126 3.06883
H: 1.42093 -0.16996 3.86535
H: 4.17793 0.91175 3.18997
H: 2.57477 1.71207 3.12049
H: 3.58835 1.67988 1.68936
H: 3.10305 -1.99576 1.41504
H: 4.52560 -1.05758 1.89710
H: 4.64469 -0.91801 -0.44572
H: 3.79177 0.57004 -0.03871
H: 3.53123 -0.23097 -2.66710
H: 2.45547 0.96058 -1.89601
H: 1.75879 -0.40660 -2.74778
H: 3.47763 -2.49937 -1.89834
H: 1.69724 -2.56188 -1.73664
H: 2.70582 -2.91264 -0.34373
C: 3.90326 7.56843 0.14881
C: 2.51246 7.70635 0.70030
C: 1.88705 8.94199 0.77615
C: 0.59281 9.07593 1.26036
C: -0.09554 7.94022 1.65697
C: 0.50213 6.69157 1.58652
C: 1.81438 6.56519 1.12912
N: 2.48170 5.33117 1.07159
C: 1.78832 4.10366 1.29678
N: 1.40990 4.00618 2.59398
C: 0.39688 3.21061 3.22642
C: 0.03264 1.97159 2.70488
C: -0.96526 1.33558 3.45891
C: -1.53064 1.84308 4.62227
C: -1.09301 3.07089 5.09886
C: -0.11824 3.77812 4.40658
C: 0.36750 5.10053 4.95061
N: 1.61864 3.24310 0.36496
C: 2.07098 3.63574 -0.91463
C: 3.38539 3.35930 -1.29080
C: 3.86047 3.72545 -2.54283
C: 3.01621 4.37618 -3.42885
C: 1.71196 4.66495 -3.04632
C: 1.22001 4.31563 -1.79405
C: -0.17623 4.67228 -1.37701
H: 4.32446 8.54661 -0.08181
H: 3.91112 6.97775 -0.77350
H: 4.56343 7.06421 0.85933
H: 2.43149 9.81900 0.44203
H: 0.12536 10.05102 1.31034
H: -1.11637 8.01362 2.01053
H: -0.05884 5.80898 1.86578
H: 3.10080 5.25744 0.27566
H: 1.76582 4.76987 3.14172
H: -1.30310 0.34922 3.14119
H: -2.29648 1.29016 5.15803
H: -1.50732 3.49191 6.01038
H: -0.18822 5.36334 5.85163
H: 0.24619 5.92137 4.23647
H: 1.42861 5.06538 5.22630
H: 4.02475 2.83565 -0.58823
H: 4.87871 3.48455 -2.82566
H: 3.36218 4.64769 -4.41869
H: 1.04126 5.14970 -3.74418
H: -0.78439 4.89195 -2.25302
H: -0.17371 5.55075 -0.72448
H: -0.64653 3.85740 -0.82474
C: 1.66152 -4.99424 3.95010
Si: -0.06636 -5.44465 3.37186
C: 0.00483 -6.59128 1.88775
C: -0.82605 -6.45574 4.78364
C: -1.17307 -3.96135 3.10999
C: -2.35702 -3.81177 3.81478
C: -3.16576 -2.69338 3.62609
C: -2.70780 -1.72365 2.75267
N: -1.57904 -1.82873 2.05758
C: -0.83598 -2.94879 2.16861
S: 0.47887 -3.13122 1.06752
H: 2.18106 -5.88545 4.31651
H: 1.61396 -4.26783 4.76545
H: 2.23624 -4.54960 3.13952
H: 0.58046 -7.49270 2.11738
H: 0.46643 -6.08049 1.04157
H: -1.00321 -6.89541 1.59375
H: -0.18949 -7.31825 5.00061
H: -1.82127 -6.83303 4.53545
H: -0.90785 -5.86355 5.69871
H: -2.66151 -4.57224 4.52708
H: -4.10244 -2.56621 4.15219
H: -3.27576 -0.81217 2.58857
C: -1.10770 -5.26012 -5.00716
Si: -0.28278 -4.50484 -3.48672
C: -0.10987 -5.81126 -2.14971
C: 1.44982 -4.02194 -4.06027
As: -1.33077 -2.65261 -2.51222
Si: -3.31292 -3.67593 -1.73911
C: -4.67458 -2.39699 -1.62399
C: -3.04434 -4.39678 -0.03814
C: -3.94425 -5.08336 -2.83526
Si: -2.13354 -1.40796 -4.34394
C: -3.25716 -2.32355 -5.55722
C: -0.60985 -0.85193 -5.28213
C: -3.10794 0.03157 -3.65785
H: -0.60038 -6.19601 -5.26397
H: -1.01091 -4.58452 -5.86032
H: -2.16658 -5.46926 -4.86064
H: 0.58424 -6.59814 -2.46038
H: -1.06522 -6.27839 -1.90120
H: 0.27449 -5.34415 -1.23724
H: 1.76380 -4.67052 -4.88379
H: 2.17311 -4.12840 -3.25128
H: 1.49443 -2.98726 -4.40622
H: -4.31799 -1.49620 -1.11812
H: -5.49824 -2.81789 -1.03785
H: -5.06448 -2.11507 -2.60378
H: -2.97158 -3.58814 0.68770
H: -2.13160 -4.98891 0.04239
H: -3.90176 -5.02164 0.23445
H: -4.11733 -4.76883 -3.86521
H: -4.89579 -5.43606 -2.42353
H: -3.25456 -5.92985 -2.84835
H: -2.72466 -3.08069 -6.13427
H: -3.67974 -1.59496 -6.25672
H: -4.08890 -2.80854 -5.04298
H: -0.06382 -1.70869 -5.68761
H: 0.05471 -0.28809 -4.62470
H: -0.88745 -0.19146 -6.10732
H: -4.17082 -0.20866 -3.59833
H: -2.97847 0.90612 -4.30222
H: -2.76571 0.30765 -2.65919
S: -1.10019 2.72315 -4.64271
C: -0.64025 1.88918 -3.29828
N: -0.29203 1.28475 -2.36045
F: -5.07245 0.78038 1.34077
C: -4.53883 1.54068 0.35841
F: -4.77258 2.81756 0.68495
F: -5.24771 1.28107 -0.75983
C: -3.03049 1.21709 0.15220
O: -2.22774 2.15081 0.26762
O: -2.79159 0.01539 -0.10237

The charge is -2. Its HOMO energy is -2.34 eV. The orbital gap is 0.2234 hartree. Its multiplicity is 1.

Here are the Mulliken charges for atoms 1 to 4, given in e: 0.36, -0.77, 1.83, -0.80


(Q)
This record from the OMol25 dataset describes C48H77AsBaF3N7O2S2Si4 as an isolated structure. The level of theory is ωB97M-V with the def2-TZVPD basis set.

Geometry (Å):
Ba: 0.38506 -0.39682 0.32573
C: -2.35808 2.31086 0.56628
N: -2.03290 1.43737 1.68363
C: -1.58910 2.22602 2.81997
C: -3.14601 0.56368 2.03688
C: -2.69222 -0.67610 2.80393
N: -2.11450 -1.71757 1.95997
C: -3.12818 -2.40854 1.17756
C: -1.39580 -2.68837 2.77517
H: -3.18474 3.00546 0.80008
H: -2.63696 1.70944 -0.29868
H: -1.47426 2.90088 0.30980
H: -2.40365 2.85392 3.22745
H: -0.77025 2.87946 2.51530
H: -1.21663 1.58041 3.61512
H: -3.66312 0.26567 1.12546
H: -3.87670 1.10904 2.66148
H: -3.55356 -1.08105 3.36782
H: -1.92830 -0.38377 3.52807
H: -3.83605 -2.95550 1.82727
H: -2.63355 -3.12969 0.52419
H: -3.69978 -1.71313 0.56619
H: -2.07032 -3.21282 3.47631
H: -0.61265 -2.19008 3.34548
H: -0.92417 -3.42807 2.12422
C: 3.60227 -4.63920 -1.88997
C: 2.95641 -5.98010 -2.12803
C: 3.78095 -7.09173 -2.28887
C: 3.29002 -8.34032 -2.63563
C: 1.92909 -8.49505 -2.85259
C: 1.08284 -7.41880 -2.66343
C: 1.56878 -6.16588 -2.27363
N: 0.64023 -5.13358 -2.11695
C: 0.60111 -4.11535 -1.15125
N: 1.16331 -4.48779 0.03723
C: 2.01042 -3.79139 0.96282
C: 2.09924 -2.39897 0.97739
C: 3.13019 -1.89980 1.78685
C: 3.95332 -2.70159 2.56581
C: 3.73750 -4.07033 2.60281
C: 2.76498 -4.64113 1.79329
C: 2.57018 -6.14129 1.81631
N: -0.08152 -3.05474 -1.37208
C: -0.74063 -2.88413 -2.60280
C: -2.13901 -2.88066 -2.59162
C: -2.86529 -2.72264 -3.75821
C: -2.20456 -2.55613 -4.96551
C: -0.81860 -2.53687 -4.98327
C: -0.06777 -2.69342 -3.82230
C: 1.43472 -2.63823 -3.87919
H: 4.49720 -4.55768 -2.50774
H: 3.90860 -4.51229 -0.85020
H: 2.94964 -3.80535 -2.13698
H: 4.84986 -6.95796 -2.16469
H: 3.96564 -9.17714 -2.76341
H: 1.52769 -9.45301 -3.15962
H: 0.01451 -7.53247 -2.81196
H: -0.15453 -5.14248 -2.73656
H: 1.38007 -5.47172 0.02981
H: 3.30479 -0.82458 1.81624
H: 4.74222 -2.26310 3.16973
H: 4.33703 -4.70251 3.25065
H: 3.17056 -6.58072 2.61359
H: 2.88350 -6.61845 0.87897
H: 1.52658 -6.41730 1.99787
H: -2.65074 -2.99085 -1.64463
H: -3.94761 -2.72318 -3.72168
H: -2.76524 -2.40861 -5.88065
H: -0.29786 -2.39129 -5.92422
H: 1.76402 -2.03646 -4.72658
H: 1.86175 -3.63872 -3.99235
H: 1.83621 -2.19489 -2.96922
C: 1.76327 3.91232 6.84218
Si: 1.84388 2.18857 6.02590
C: 3.47317 1.42321 6.62109
C: 0.39000 1.27831 6.82262
C: 1.94129 2.43356 4.16406
C: 2.45034 3.60813 3.63954
C: 2.52715 3.81077 2.26188
C: 2.05175 2.80167 1.44969
N: 1.58380 1.64246 1.90416
C: 1.54531 1.40953 3.24016
S: 1.01333 -0.11241 3.77104
H: 1.69340 3.79686 7.92670
H: 0.88592 4.47321 6.51046
H: 2.64927 4.51777 6.63208
H: 3.49492 1.32599 7.70994
H: 4.31865 2.04600 6.31820
H: 3.61021 0.43184 6.18450
H: 0.34108 1.50960 7.89264
H: 0.48825 0.20442 6.69153
H: -0.55511 1.57640 6.36332
H: 2.77594 4.39827 4.31120
H: 2.92918 4.72265 1.84076
H: 2.04185 2.92037 0.36738
C: -1.47031 5.68879 -0.89154
Si: -0.03675 5.31203 -2.07885
C: 1.54116 5.94628 -1.22643
C: -0.30889 6.47024 -3.57014
As: 0.17490 2.98960 -2.38006
Si: 2.08188 2.97168 -3.77478
C: 2.30523 4.40655 -5.01723
C: 3.63767 3.10155 -2.70089
C: 2.04665 1.39761 -4.82108
Si: -1.54601 2.65645 -3.96561
C: -1.33880 3.59502 -5.61589
C: -1.58426 0.83154 -4.40578
C: -3.21239 3.23201 -3.28059
H: -1.58947 6.76178 -0.72461
H: -1.30260 5.21205 0.07703
H: -2.41191 5.29967 -1.28628
H: 1.42088 6.95584 -0.82777
H: 2.38254 5.95501 -1.92456
H: 1.80961 5.28497 -0.39840
H: -0.11238 7.50972 -3.29772
H: -1.33807 6.40292 -3.93121
H: 0.35055 6.20676 -4.39923
H: 2.45585 5.35770 -4.50010
H: 1.44482 4.51752 -5.68108
H: 3.18540 4.22135 -5.63807
H: 3.85249 4.14347 -2.44947
H: 4.50482 2.68696 -3.21738
H: 3.51446 2.54019 -1.77313
H: 1.53047 1.56361 -5.77066
H: 1.52332 0.61197 -4.27268
H: 3.05214 1.02932 -5.02837
H: -0.36855 3.37994 -6.07028
H: -1.41698 4.67677 -5.48733
H: -2.11315 3.27952 -6.31987
H: -0.71509 0.54764 -5.00270
H: -2.48494 0.57542 -4.96509
H: -1.59274 0.22860 -3.49555
H: -3.27838 4.32185 -3.22524
H: -3.37268 2.81958 -2.28226
H: -4.02500 2.87161 -3.91479
S: 4.44709 -0.63712 -2.64703
C: 3.05989 -0.16817 -1.96897
N: 2.03621 0.17529 -1.50202
F: -6.35149 0.92527 -2.98999
C: -5.41252 -0.05611 -3.00938
F: -4.68970 0.14193 -4.13106
F: -6.08269 -1.22112 -3.19596
C: -4.57111 -0.06789 -1.66017
O: -5.27808 -0.34691 -0.68524
O: -3.37211 0.21272 -1.79151

The charge is -2. Its HOMO energy is -2.63 eV. The orbital gap is 0.2357 hartree. Its multiplicity is 1.

Here are the Mulliken charges for atoms 1 to 4, given in e: 1.83, 0.38, 1.90, -1.18


List of relative energies, unit kJ/mol: (P) 0.0; (Q) 54.0